The following is a quantum chemistry calculation of an isolated molecule of C3H3BrCl2 at a distorted geometry, from OMol25.

```
9
Properties=species:S:1:pos:R:3
Cl 1.282 1.723 0.962
C 0.250 0.258 0.778
C -0.873 0.373 -0.227
C 0.424 -0.524 -0.479
Cl 1.485 -0.103 -1.851
Br -0.007 -2.424 -0.259
H 0.209 -0.606 1.740
H -1.943 -0.094 -0.107
H -0.828 1.397 -0.558
```

Computed properties:
HOMO level in Eh: -0.3715
Total charge: 0
Energy above the lowest of the compared OMol25 structures with the same formula, charge and spin in eV: 1.095
Electronic energy in Eh: -3610.431719
SMILES: Cl[C@H]1C[C@]1(Cl)Br
Frontier orbital gap in Ha: 0.3864



The following is a quantum chemistry calculation of a cluster of 2 separate species, C3H3BrClF3S in total at a distorted geometry, from OMol25.

```
12
Properties=species:S:1:pos:R:3
C 1.842 0.526 -0.237
C -1.084 -1.408 0.077
C -0.818 1.032 0.175
F -0.159 -1.827 -0.801
F -0.773 -1.897 1.284
F -0.493 1.181 1.459
S 0.414 1.360 -1.012
Cl -2.709 -1.697 -0.413
Br -2.550 1.630 -0.234
H 2.556 1.281 0.070
H 2.277 -0.133 -0.983
H 1.497 -0.048 0.614
```

Computed properties:
HOMO level (alpha / beta) in Eh: -0.3059 / -0.3082
Total charge: 0
Energy above the lowest of the compared OMol25 structures with the same formula, charge and spin in eV: 2.257
Electronic energy in Eh: -3847.999149
Frontier orbital gap (alpha / beta) in Ha: 0.2968 / 0.2989



The following is a quantum chemistry calculation of the ion C3H3BrClN2 with charge +1 at a distorted geometry, from OMol25.

```
10
Properties=species:S:1:pos:R:3
Cl 2.310 -1.621 0.091
C 1.057 -0.503 0.023
C 0.925 0.859 -0.024
N -0.387 1.104 0.100
C -1.154 -0.108 -0.051
Br -3.031 -0.034 0.030
N -0.218 -1.067 -0.095
H 1.798 1.467 -0.086
H -0.881 1.940 0.315
H -0.420 -2.037 -0.304
```

Computed properties:
HOMO level in Eh: -0.5088
Total charge: +1
Energy above the lowest of the compared OMol25 structures with the same formula, charge and spin in eV: 0.241
Electronic energy in Eh: -3259.563587
SMILES: Clc1c[nH+]c(Br)[nH]1
Frontier orbital gap in Ha: 0.3563



The following is a quantum chemistry calculation of a cluster of 2 separate species, C3H3BrF2 in total at a distorted geometry, from OMol25.

```
9
Properties=species:S:1:pos:R:3
C -2.538 -0.431 0.227
C -1.879 0.074 -0.654
C 2.238 0.814 -0.242
F 3.413 0.331 -0.487
F 2.358 1.455 0.918
Br 1.209 -1.296 0.434
H -2.880 -0.903 1.064
H -0.279 -0.863 0.238
H -1.642 0.820 -1.497
```

Computed properties:
HOMO level in Eh: -0.3358
Total charge: 0
Energy above the lowest of the compared OMol25 structures with the same formula, charge and spin in eV: 4.743
Electronic energy in Eh: -2889.658352
Frontier orbital gap in Ha: 0.3586



The following is a quantum chemistry calculation of a cluster of 2 separate species, C3H3BrN2O in total at a distorted geometry, from OMol25.

```
10
Properties=species:S:1:pos:R:3
N -0.497 -1.829 0.961
C 0.624 -1.640 0.537
N 1.554 -1.492 -0.202
Br 2.634 0.013 -0.355
H -0.770 -1.928 1.932
C -0.960 1.189 -0.968
C -0.308 1.607 0.033
O 0.259 1.943 0.975
H -1.916 0.666 -0.859
H -0.620 1.470 -2.054
```

Computed properties:
HOMO level in Eh: -0.3442
Total charge: 0
Energy above the lowest of the compared OMol25 structures with the same formula, charge and spin in eV: 3.120
Electronic energy in Eh: -2874.773648
SMILES: N=C=NBr.C=C=O
Frontier orbital gap in Ha: 0.3306



The following is a quantum chemistry calculation of an isolated molecule of C3H3BrN2OS2 at a distorted geometry, from OMol25.

```
12
Properties=species:S:1:pos:R:3
O -2.185 2.744 0.329
C -1.096 2.782 -0.067
C -0.255 1.573 -0.179
N -0.382 0.568 0.567
C 0.611 -0.460 0.272
S -0.117 -1.821 -0.623
N 1.614 0.048 -0.699
Br 3.572 0.299 0.252
S 1.138 1.449 -1.358
H -0.528 3.608 -0.713
H 0.955 -1.051 1.176
H -1.020 -0.980 -1.188
```

Computed properties:
HOMO level (alpha / beta) in Eh: -0.3366 / -0.3366
Total charge: 0
Energy above the lowest of the compared OMol25 structures with the same formula, charge and spin in eV: 0.000
Electronic energy in Eh: -3671.138213
SMILES: O=CC1=N[C@@H](S)N(Br)S1
Frontier orbital gap (alpha / beta) in Ha: 0.2720 / 0.2720